Entry from the OMol25 dataset: 6 unconnected molecules or ions with the total composition C26H32BNO20 at a distorted geometry (ωB97M-V/def2-TZVPD).

```
! RIJCOSX wB97M-V def2-TZVPD def2/J DEFGRID3
* xyz 0 1
O 0.2753 0.3128 -0.7647
C -0.0870 -0.7383 -0.2929
C -1.4339 -1.3457 -0.3524
C -2.5973 -0.8475 -0.9003
C -3.7314 -1.6343 -0.8154
C -3.7112 -2.8871 -0.1722
C -5.0047 -3.6548 -0.0361
B -5.8511 -2.7803 0.9723
O -6.6373 -1.7290 0.5158
O -5.7596 -3.0626 2.3149
C -2.5236 -3.3698 0.3807
C -1.3957 -2.5756 0.2818
C -0.0214 -2.7663 0.8096
O 0.4010 -3.6744 1.4779
N 0.7377 -1.6132 0.4580
C 2.1100 -1.8088 -0.0217
C 3.1155 -1.9187 1.1285
O 3.7110 -0.6481 1.3955
H -2.6128 0.1288 -1.3580
H -4.6657 -1.2656 -1.2194
H -5.4950 -3.6927 -1.0106
H -4.8255 -4.6594 0.3428
H -6.2929 -0.8680 0.7803
H -5.9137 -2.2788 2.8525
H -2.4892 -4.3251 0.8890
H 2.3985 -0.9237 -0.5864
H 2.1711 -2.6607 -0.6999
H 3.9102 -2.6021 0.8391
H 2.5974 -2.2686 2.0222
H 2.9968 -0.0698 1.6912
O 3.0634 -1.9323 -2.9321
C 3.5256 -0.8634 -3.1631
O 3.3509 -0.1671 -4.3092
C 3.8577 1.1582 -4.1137
C 4.8525 0.9599 -2.9844
O 4.2999 -0.1682 -2.2993
H 4.3059 1.5240 -5.0330
H 3.0300 1.8089 -3.8265
H 5.8474 0.6967 -3.3463
H 4.9269 1.8073 -2.3087
O 8.7074 3.3800 1.1174
C 7.7786 2.7546 1.5114
O 6.5449 2.7736 0.9543
C 5.7617 1.7285 1.5500
C 6.4582 1.5284 2.8804
O 7.8027 1.9214 2.5767
H 4.7265 2.0433 1.6430
H 5.8089 0.8423 0.9187
H 6.0700 2.1865 3.6596
H 6.4341 0.5008 3.2300
O -3.8976 1.1959 1.2953
C -3.0277 1.9726 1.0559
O -2.5765 2.2611 -0.1845
C -1.6376 3.3367 -0.0864
C -1.1810 3.2317 1.3573
O -2.3282 2.6482 1.9865
H -0.8367 3.1958 -0.8072
H -2.1583 4.2742 -0.2917
H -0.3347 2.5545 1.4842
H -0.9532 4.1911 1.8134
O -4.5844 -0.6441 -4.0749
C -3.8081 0.2098 -4.3461
O -3.4134 0.5352 -5.5989
C -2.6545 1.7460 -5.5378
C -2.1617 1.7429 -4.1015
O -3.1877 1.0020 -3.4380
H -1.8565 1.7218 -6.2746
H -3.3185 2.5861 -5.7483
H -1.2151 1.2121 -3.9829
H -2.0775 2.7347 -3.6653
O 0.7374 0.9716 3.2449
C -0.1832 0.3671 3.7014
O -1.4018 0.3002 3.1313
C -2.1703 -0.6974 3.8113
C -1.4829 -0.7505 5.1652
O -0.1431 -0.3547 4.8394
H -3.2124 -0.3946 3.8558
H -2.0876 -1.6374 3.2621
H -1.8964 -0.0296 5.8720
H -1.4791 -1.7390 5.6151
*
```

Its max |F| is 1.18 eV/Å. The calculation puts the HOMO energy at -9.29 eV. The SMILES is O=C1c2ccc(CB(O)O)cc2C(=O)N1CCO.O=C1OCCO1.O=C1OCCO1.O=C1OCCO1.O=C1OCCO1.O=C1OCCO1. Its LUMO energy is -0.16 eV. The value obtained for the orbital gap is 9.12 eV.

=====

Entry from the OMol25 dataset: a molecular structure, C26H32BeNO4S2 at a distorted geometry (ωB97M-V/def2-TZVPD).

```
! RIJCOSX wB97M-V def2-TZVPD def2/J DEFGRID3
* xyz -1 1
O -1.1626 0.1132 -1.6500
C 0.2020 -0.0221 -2.1537
C 0.0838 1.2156 -3.0507
H 0.3045 -0.9531 -2.7240
H 0.9357 0.0654 -1.3265
C -1.2956 1.3794 -2.3851
H -0.1188 0.9911 -4.0941
H 0.8697 1.9772 -2.9529
C -2.4922 1.1370 -3.2982
H -2.3603 0.1575 -3.7880
H -2.5962 1.9156 -4.0585
H -3.4069 1.0683 -2.6977
C -1.2825 2.6471 -1.5586
H -0.2867 2.8163 -1.1262
H -2.0023 2.6105 -0.7465
H -1.5273 3.5129 -2.1908
Be -0.0045 0.6942 2.1289
C 1.0464 2.0422 2.9821
C 2.3471 1.4309 2.9677
C 2.7924 1.3101 1.6340
H 2.9645 1.2971 3.8516
C 1.7921 1.8323 0.7746
C 0.7252 2.3512 1.5986
H -0.0164 3.0730 1.2627
H 0.5506 2.4440 3.8718
H 3.7638 0.9509 1.3245
H 1.8465 1.9007 -0.3062
C -1.6485 0.3163 3.0332
C -1.8976 1.5448 2.3165
C -2.4917 1.1989 1.0674
H -1.8970 2.5478 2.7474
C -2.5259 -0.2046 0.9479
C -2.0834 -0.7717 2.1586
H -2.1845 -1.8193 2.4014
H -1.5117 0.2440 4.1142
H -2.9753 1.8756 0.3724
H -2.8967 -0.7637 0.0927
O 0.2328 -0.6331 -5.0984
C -0.1903 0.2661 -6.1580
C 0.2387 -0.2596 -7.5272
H 0.2772 1.2455 -5.9852
H -1.2790 0.4138 -6.0780
C 1.2056 -1.4232 -7.2161
H 0.7243 0.5389 -8.0897
H -0.6265 -0.6047 -8.0861
C 1.0987 -1.6314 -5.6764
H 2.2356 -1.1822 -7.4950
H 0.9064 -2.3492 -7.7218
H 2.0908 -1.5490 -5.1951
H 0.7001 -2.6346 -5.4422
O 3.1563 0.0142 5.8458
S 2.9329 -1.2234 5.1275
O 3.9712 -2.2207 5.1407
N 2.3876 -0.9173 3.5876
C 1.1925 -1.4164 3.2880
S 0.5680 -1.2708 1.7162
C 0.5467 -2.0708 4.4376
C -0.7147 -2.6432 4.6063
C -1.1165 -3.0679 5.8684
C -0.2491 -3.0003 6.9707
C 1.0386 -2.4759 6.8094
C 1.3850 -1.9877 5.5565
H -1.3533 -2.7326 3.7316
H -2.1192 -3.4729 5.9812
H -0.5671 -3.3921 7.9381
H 1.7667 -2.4461 7.6234
*
```

Its max |F| is 3.02 eV/Å. The calculation puts the energy above the lowest of the compared OMol25 structures with the same formula, charge and spin at 0.0 kJ/mol. The calculation puts the HOMO energy at -3.28 eV. Its LUMO energy is 2.29 eV. The value obtained for the orbital gap is 5.57 eV.

=====

Entry from the OMol25 dataset: a molecular structure, C26H32CdClO4 at a distorted geometry (ωB97M-V/def2-TZVPD).

```
! RIJCOSX wB97M-V def2-TZVPD def2/J DEFGRID3
* xyz -1 1
O 3.7750 0.3309 -0.6910
C 3.9936 0.0211 -2.1467
C 5.4439 0.4560 -2.2204
H 3.3951 0.6225 -2.8539
H 3.8936 -1.0580 -2.3857
C 5.2049 0.7235 -0.7201
H 5.5525 1.3506 -2.8489
H 6.0932 -0.3958 -2.4527
C 5.4852 2.1821 -0.3826
H 4.9144 2.9091 -0.9633
H 6.5448 2.4423 -0.5237
H 5.2402 2.3748 0.6595
C 6.1055 -0.1849 0.0849
H 6.0867 -1.2092 -0.2984
H 5.7983 -0.1512 1.1255
H 7.1570 0.1277 0.0390
Cd 0.1751 -0.3921 1.1884
C -1.6884 -2.6940 3.2156
C -2.2023 -2.6547 1.8916
C -1.1090 -2.6215 0.9862
H -3.2463 -2.8088 1.6242
C 0.1184 -2.6237 1.7686
C -0.2770 -2.6932 3.1553
H 0.4028 -2.7884 4.0108
H -2.3063 -2.7375 4.1159
H -1.1766 -2.7675 -0.0935
H 1.1164 -2.8268 1.3658
C -1.5128 1.2472 3.4104
C -0.3410 0.8902 4.1304
C 0.7850 1.1595 3.3277
H -0.3515 0.5261 5.1556
C 0.3171 1.7080 2.0597
C -1.1269 1.7361 2.1341
H -1.7829 2.1580 1.3722
H -2.5142 1.2157 3.8322
H 1.8334 1.0437 3.6054
H 0.9267 2.2240 1.2993
O 1.3424 1.0676 -4.5252
C 0.8496 1.2268 -3.1276
C 0.5914 -0.1842 -2.5406
H -0.0899 1.8223 -3.0655
H 1.6472 1.8174 -2.6328
C 0.6849 -1.1881 -3.7332
H -0.3438 -0.2023 -1.9491
H 1.4631 -0.4866 -1.9052
C 1.3451 -0.3424 -4.8649
H -0.2894 -1.5944 -3.9997
H 1.3688 -2.0457 -3.5197
H 0.8366 -0.4412 -5.8743
H 2.4034 -0.7668 -4.9156
Cl -9.3781 0.8903 -0.0261
C -7.7221 0.6163 0.3055
C -7.3316 0.0952 1.5554
C -5.9791 -0.1191 1.8185
C -5.0013 0.1677 0.8475
C -5.3969 0.6937 -0.3848
C -6.7489 0.9272 -0.6651
C -3.5392 -0.0839 1.1858
O -3.3705 -0.4166 2.3888
O -2.6386 0.0539 0.2964
H -8.0880 -0.1277 2.3068
H -5.6757 -0.5003 2.7941
H -4.6246 0.9272 -1.1191
H -7.0385 1.3522 -1.6273
*
```

Its max |F| is 3.10 eV/Å. The calculation puts the energy above the lowest of the compared OMol25 structures with the same formula, charge and spin at 140.1 kJ/mol. The calculation puts the HOMO energy at -3.98 eV. Its LUMO energy is 2.14 eV. The value obtained for the orbital gap is 6.13 eV.

=====

Entry from the OMol25 dataset: 12 unconnected molecules or ions with the total composition C26H32Cl4O22 at a distorted geometry (ωB97M-V/def2-TZVPD).

```
! RIJCOSX wB97M-V def2-TZVPD def2/J DEFGRID3
* xyz -1 2
C 3.5944 3.9055 2.9590
C 2.6624 3.3936 3.7607
C 2.0560 2.1073 3.4445
O 1.3702 1.4245 4.1206
C 2.3591 1.5961 2.0496
C 3.3564 2.1629 1.2790
C 4.1722 3.3462 1.7638
O 5.1987 3.8167 1.2887
O 3.5950 1.7601 -0.0339
O 2.1630 4.0354 4.8600
H 3.8046 4.9194 3.2659
H 1.7567 0.7771 1.6853
H 3.4364 0.8146 0.0156
H 1.5826 3.3989 5.2837
C -0.0087 -0.1593 -0.9690
C 0.4824 1.0964 -1.2879
C 0.0526 2.2853 -0.5323
O 0.1926 3.5034 -0.7519
C -0.8494 2.0308 0.5927
C -1.2153 0.8040 0.9445
C -0.9394 -0.4667 0.0979
O -1.5165 -1.5829 0.2409
O -2.0400 0.6239 1.9729
O 1.4938 1.2690 -2.1983
H 0.3584 -1.0175 -1.5122
H -1.0159 2.8734 1.2474
H -2.0932 -0.3107 2.1857
H 1.7026 2.1793 -2.4205
C 3.7198 -0.9902 -4.9542
C 4.4468 -1.2492 -6.0620
C 4.2998 -2.6427 -6.7514
O 4.9727 -2.9247 -7.7557
C 3.2882 -3.5041 -6.1602
C 2.7055 -3.2334 -4.9929
C 2.9095 -1.9282 -4.2490
O 2.4012 -1.7629 -3.1224
O 1.9203 -4.1276 -4.3869
O 5.2777 -0.4258 -6.6963
H 3.7834 -0.0256 -4.4727
H 2.8964 -4.3397 -6.7211
H 1.3239 -3.5965 -3.8540
H 5.5353 -0.8059 -7.5394
C -5.4251 -4.6135 1.7395
C -4.2713 -3.8742 1.8139
C -4.1208 -2.5471 2.4652
O -3.0885 -1.8645 2.5613
C -5.3542 -2.0628 3.0979
C -6.4788 -2.7663 2.9603
C -6.6079 -4.0896 2.3581
O -7.5660 -4.8482 2.4217
O -7.6763 -2.3912 3.5237
O -3.0782 -4.3354 1.3722
H -5.5053 -5.6079 1.3257
H -5.2999 -1.1256 3.6320
H -8.2765 -2.9513 3.0261
H -2.4102 -3.7614 1.7541
O 5.1607 1.8457 -2.6647
H 5.7011 1.6756 -3.4362
H 4.3091 2.1006 -3.0196
O -2.2883 -3.9690 -1.1736
H -2.9198 -4.0994 -0.4661
H -2.8243 -3.7565 -1.9376
O -0.0096 -3.3111 -2.6982
H -0.6004 -2.6887 -3.1222
H -0.5395 -3.7150 -2.0109
O 2.1878 3.6841 -2.8300
H 1.6435 4.1548 -3.4612
H 1.9881 4.0939 -1.9883
O -1.4194 5.9257 -0.8887
H -1.0664 5.9205 0.0010
H -1.7619 5.0410 -1.0162
O 3.5506 -0.8196 -0.2082
H 2.9261 -0.7412 -0.9293
H 4.2269 -1.4105 -0.5395
C -2.2745 -1.0200 5.3822
Cl -1.7845 0.6114 5.8387
Cl -1.7784 -2.1958 6.5954
H -3.3456 -1.0309 5.1804
H -1.7492 -1.2707 4.4606
C -3.4757 4.4694 3.1600
Cl -2.2358 5.4422 2.3324
Cl -5.0735 5.0103 2.7321
H -3.3223 3.4535 2.7960
H -3.2584 4.4085 4.2264
*
```

Its max |F| is 4.67 eV/Å. The calculation puts the HOMO energy (alpha / beta) at -3.45 / -5.73 eV. Its LUMO energy (alpha / beta) is -0.32 / -0.32 eV. The value obtained for the orbital gap (alpha / beta) is 3.13 / 5.41 eV.

=====

Entry from the OMol25 dataset: a molecular structure, C26H32ClHoO4 at a distorted geometry (ωB97M-V/def2-TZVPD).

```
! RIJCOSX wB97M-V def2-TZVPD def2/J DEFGRID3
* xyz 0 5
O -0.9854 -1.9265 -4.2390
C 0.1860 -2.6672 -4.8377
C -0.5199 -3.0003 -6.1290
H 0.4052 -3.5123 -4.1891
H 1.0613 -2.0222 -4.9688
C -1.6853 -2.1830 -5.5031
H -0.7895 -4.0611 -6.2247
H -0.1139 -2.5185 -7.0286
C -2.8600 -3.1217 -5.3539
H -2.5296 -4.0425 -4.8533
H -3.1746 -3.4150 -6.3597
H -3.7035 -2.6627 -4.8230
C -1.9994 -0.9608 -6.3496
H -1.1026 -0.3602 -6.5451
H -2.7939 -0.3489 -5.9004
H -2.3550 -1.3143 -7.3250
Ho -0.1082 1.2183 1.4213
C 0.3622 3.7791 1.2628
C 1.6782 3.2947 1.5012
C 2.0957 2.5473 0.3676
H 2.3091 3.5409 2.3580
C 1.0373 2.5760 -0.5887
C -0.0317 3.3564 -0.0442
H -0.9321 3.6782 -0.5774
H -0.2041 4.4407 1.9221
H 3.0904 2.1189 0.2109
H 1.1023 2.1884 -1.6096
C -2.1462 1.7048 3.0797
C -2.4456 2.3588 1.8553
C -2.5841 1.3584 0.8418
H -2.6407 3.4296 1.7336
C -2.3546 0.0820 1.4568
C -2.0825 0.3047 2.8392
H -1.9500 -0.4685 3.6014
H -2.1028 2.1833 4.0642
H -2.9210 1.5238 -0.1863
H -2.4589 -0.8916 0.9757
O 0.0373 -0.9001 -0.1375
C -0.5615 -0.3575 -1.3632
C 0.3831 -0.7311 -2.4793
H -0.6628 0.7524 -1.3207
H -1.5588 -0.7825 -1.4791
C 1.1359 -1.9436 -1.9403
H 1.0672 0.0717 -2.7481
H -0.2096 -0.8928 -3.3642
C 1.3328 -1.5610 -0.4899
H 2.0617 -2.1462 -2.4678
H 0.5423 -2.8594 -2.0348
H 2.1282 -0.8068 -0.4074
H 1.4827 -2.3825 0.2194
Cl 3.4485 0.1732 9.3176
C 2.8173 0.3780 7.7418
C 2.1787 1.5806 7.3917
C 1.6490 1.7335 6.1049
C 1.7414 0.6923 5.1726
C 2.3881 -0.4955 5.5184
C 2.9284 -0.6600 6.7987
C 1.1146 0.8636 3.8207
O 0.5115 1.9668 3.5534
O 1.1355 -0.0587 2.9226
H 2.1036 2.3728 8.1305
H 1.1569 2.6589 5.8170
H 2.4641 -1.2919 4.7777
H 3.4310 -1.5809 7.0898
*
```

Its max |F| is 3.60 eV/Å. The calculation puts the energy above the lowest of the compared OMol25 structures with the same formula, charge and spin at 0.0 kJ/mol. The calculation puts the HOMO energy (alpha / beta) at -7.81 / -7.88 eV. Its LUMO energy (alpha / beta) is 0.41 / 0.41 eV. The value obtained for the orbital gap (alpha / beta) is 8.22 / 8.29 eV.

=====

Entry from the OMol25 dataset: a molecular structure, C26H32ClN8NaS (ωB97M-V/def2-TZVPD).

```
! RIJCOSX wB97M-V def2-TZVPD def2/J DEFGRID3
* xyz 0 1
Na -1.3546 0.9182 -0.1478
C -0.1858 -1.7111 -3.8533
C -1.0279 -1.1519 -2.7498
N -1.0160 0.0555 -2.3559
N -0.0834 0.9056 -2.9188
C -0.1803 2.2546 -2.7250
N 0.9700 2.8949 -3.0424
S -1.5515 3.0328 -2.1967
C -1.8783 -2.1160 -1.9457
C -1.8905 -3.4510 -2.2947
C -2.6236 -4.3478 -1.5272
C -3.3290 -3.8691 -0.4485
C -3.2516 -2.5090 -0.1728
N -2.5394 -1.6454 -0.8875
H 0.1368 -0.9416 -4.5493
H -0.7442 -2.4427 -4.4340
H 0.6909 -2.2165 -3.4345
H 0.7519 0.5250 -3.3350
H 1.8351 2.4209 -2.8301
H 0.9622 3.8819 -2.8396
H -1.3105 -3.8119 -3.1296
H -2.6236 -5.4015 -1.7741
H -3.9067 -4.5231 0.1902
H -3.7697 -2.1159 0.6977
N 2.1383 1.4217 0.0915
C 2.3739 2.6260 0.7384
C 3.6446 3.0880 0.9834
C 3.8706 4.3140 1.6440
C 2.8312 5.0885 2.0630
C 1.5053 4.6568 1.8102
C 0.3832 5.4213 2.2038
C -0.8711 4.9837 1.9158
C -1.0110 3.7634 1.2206
N -0.0056 3.0142 0.8510
C 1.2606 3.4392 1.1421
H 2.8867 0.7445 0.1489
H 1.2939 0.9401 0.3821
H 4.4890 2.4817 0.6764
H 4.8902 4.6307 1.8269
H 2.9986 6.0265 2.5769
H 0.5419 6.3563 2.7291
H -1.7475 5.5548 2.1909
H -2.0047 3.4050 0.9601
N -3.3302 0.8177 1.0512
C -3.1703 0.5102 2.4878
C -1.9485 -0.3654 2.7280
N -0.7191 0.3192 2.3064
H -4.1743 1.3503 0.8797
H -3.4285 -0.0486 0.5252
H -4.0480 0.0161 2.9131
H -3.0480 1.4551 3.0243
H -2.0248 -1.2825 2.1364
H -1.9471 -0.6749 3.7773
H 0.0707 -0.3166 2.3764
H -0.5266 1.1022 2.9222
Cl 0.2014 -3.1274 2.2289
C 1.3224 -3.5947 0.9377
C 1.9401 -4.8219 1.0426
C 2.8280 -5.2643 0.0687
C 3.0655 -4.4077 -1.0114
C 2.4430 -3.1823 -1.1161
C 1.5164 -2.6816 -0.1402
C 0.8559 -1.4588 -0.2540
H 1.7195 -5.4398 1.9055
H 3.3160 -6.2247 0.1546
H 3.7635 -4.7082 -1.7862
H 2.6766 -2.5375 -1.9603
H 0.1420 -1.1635 0.4975
H 0.9561 -0.8618 -1.1460
*
```

Its max |F| is 0.92 eV/Å. The calculation puts the energy above the lowest of the compared OMol25 structures with the same formula, charge and spin at 93.1 kJ/mol. The calculation puts the HOMO energy at -4.91 eV. Its LUMO energy is -0.02 eV. The value obtained for the orbital gap is 4.90 eV.